# 1
42
Properties=species:S:1:pos:R:3 method="wB97M-V/def2-TZVPD" largest_force_ha_per_bohr=0.03424 energy_ev=-130124.3794 orbital_gap_ha="0.308 / 0.224" multiplicity=5 e_homo_ev="-9.03 / -9.15"
Ru 0.139 -0.025 -0.315
C 5.316 -0.142 -2.010
S 4.941 -0.626 -0.301
C 3.226 -0.429 -0.149
S 2.172 -0.067 -1.500
N 2.785 -0.603 1.056
N 1.441 -0.530 1.183
C 0.906 -0.704 2.339
C -0.604 -0.622 2.314
C -1.302 -0.539 3.628
C -2.433 0.202 3.726
C -2.861 0.983 2.632
C -2.051 1.091 1.490
N -0.915 0.460 1.372
H 6.073 -0.826 -2.383
H 5.698 0.875 -2.014
H 4.418 -0.211 -2.613
H 1.503 -0.893 3.218
H -0.932 -1.171 4.424
H -3.010 0.211 4.640
H -3.789 1.532 2.680
H -2.313 1.744 0.665
O 0.504 -3.269 2.827
As -1.021 -3.471 1.822
O -2.022 -4.161 2.877
O -1.139 -1.714 1.584
C -0.202 -4.576 0.441
C 0.699 -5.573 0.777
C 1.164 -6.413 -0.225
C 0.728 -6.268 -1.536
C -0.177 -5.270 -1.872
C -0.626 -4.432 -0.872
S -1.740 -3.069 -1.089
O -2.527 -3.203 -2.272
O -2.499 -3.151 0.177
O -0.800 -1.928 -1.116
H 0.403 -3.821 3.614
H 1.022 -5.683 1.803
H 1.870 -7.194 0.024
H 1.090 -6.944 -2.299
H -0.546 -5.143 -2.881
F -0.874 1.017 -1.549

***

# 2
39
Properties=species:S:1:pos:R:3 method="wB97M-V/def2-TZVPD" largest_force_ha_per_bohr=0.15459 energy_ev=-118103.3914 total_charge=+4 orbital_gap_ha="0.181 / 0.194" multiplicity=9 e_homo_ev="-19.81 / -21.69"
I -3.011 -2.905 0.325
I -1.431 -4.522 -1.278
Co 0.878 -0.127 -0.681
Ho -0.552 1.448 0.652
S -1.121 0.269 -1.662
C 1.134 2.981 -0.404
C 0.905 2.731 2.124
C -0.800 0.971 -3.505
C -0.811 -0.225 -4.474
C 0.531 1.713 -3.584
C -2.004 1.897 -3.706
C 2.045 -0.686 0.556
C 2.324 0.550 -1.255
O 1.709 3.288 2.732
O 1.939 3.684 -0.841
O 3.125 -0.874 0.994
O 3.352 1.045 -1.471
H -0.738 0.168 -5.501
H -1.751 -0.797 -4.402
H 0.017 -0.915 -4.331
H 0.570 2.288 -4.527
H 1.386 1.030 -3.544
H 0.649 2.440 -2.752
H -2.020 2.420 -4.675
H -1.994 2.668 -2.921
H -2.930 1.321 -3.626
O -0.210 -0.284 2.019
B 0.608 -1.229 1.149
O 0.702 -2.481 1.815
C 0.118 -2.269 3.022
C 0.186 -3.113 4.134
C -0.101 -2.550 5.372
C -0.503 -1.212 5.501
C -0.646 -0.358 4.406
C -0.368 -0.948 3.199
H 0.496 -4.136 3.957
H -0.005 -3.183 6.247
H -0.753 -0.794 6.475
H -0.924 0.695 4.461

***

# 3
42
Properties=species:S:1:pos:R:3 method="wB97M-V/def2-TZVPD" largest_force_ha_per_bohr=0.02322 de_lowest_kcal_mol=8.92 energy_ev=-80896.7342 total_charge=-1 orbital_gap_ha="0.269 / 0.206" multiplicity=8 e_homo_ev="-5.02 / -4.93"
Gd 0.512 -0.746 0.983
S 0.554 0.831 3.302
C 2.278 0.832 3.574
C 2.667 0.979 4.926
N 2.964 1.126 6.029
C 3.262 0.695 2.622
S 3.035 0.471 0.914
C 4.617 0.708 3.041
N 5.727 0.707 3.349
C -0.670 -1.772 -3.349
C -0.896 -1.290 -1.931
O 0.118 -1.165 -1.228
C -2.235 -0.988 -1.484
C -3.287 -0.983 -2.429
C -4.575 -0.663 -2.095
C -4.869 -0.340 -0.761
C -3.893 -0.350 0.192
C -2.535 -0.677 -0.110
O -1.684 -0.697 0.841
H 0.381 -2.034 -3.449
H -0.916 -0.988 -4.065
H -1.288 -2.640 -3.572
H -3.067 -1.228 -3.459
H -5.354 -0.657 -2.846
H -5.885 -0.083 -0.483
H -4.111 -0.109 1.224
C 1.848 2.028 -2.090
N 1.522 2.942 -1.009
C 0.729 2.479 -0.004
N 0.621 3.247 1.112
O 0.067 1.441 -0.134
H 2.388 2.571 -2.862
H 0.927 1.630 -2.509
H 2.454 1.187 -1.738
H 2.249 3.584 -0.740
H 1.360 3.902 1.311
H 0.270 2.727 1.917
F -0.305 -3.291 0.789
B 0.951 -3.414 1.409
F 0.893 -2.530 2.547
F 1.878 -2.767 0.534
F 1.299 -4.675 1.732